Record 1
Density functional theory data (the ωB97M-V functional and the def2-TZVPD basis) for 2 unconnected molecules or ions with the total composition C4H12NOS in a non-equilibrium geometry.

Each line ends with the Löwdin charge.
Element x y z (Å)
C (1.833, -0.273, -0.698)  -0.3474
N (0.882, -0.573, 0.327)  -0.1076
C (-0.527, -0.539, -0.155)  -0.3533
C (-1.484, -0.372, 0.993)  -0.7740
S (-3.221, -0.535, 0.486)  0.1945
C (3.244, -0.703, -0.358)  -0.1191
H (1.860, 0.797, -0.954)  0.1041
H (1.492, -0.740, -1.624)  0.1078
H (0.951, -0.020, 1.169)  0.0950
H (-0.639, 0.316, -0.824)  0.0967
H (-0.653, -1.453, -0.715)  0.0898
H (-1.138, -1.039, 1.780)  0.0422
H (-1.351, 0.635, 1.382)  0.0348
H (3.559, -1.743, -0.503)  0.0644
H (3.438, -0.406, 0.674)  0.0605
H (3.952, -0.091, -0.933)  0.0578
H (-3.695, 1.815, 0.544)  -0.0909
H (-4.582, 2.307, -0.616)  0.0117
O (-3.921, 2.615, 0.025)  -0.1668

The net charge is -1. For the electronic energy, the calculation gives -687.8105 hartree. As for the energy above the lowest of the compared OMol25 structures with the same formula, charge and spin: 11.0 kcal/mol. The calculation puts the max |F| at 0.0270 Eh/bohr. Its HOMO energy is -2.75 eV.

Record 2
Density functional theory data (the ωB97M-V functional and the def2-TZVPD basis) for 2 unconnected molecules or ions with the total composition C4H12NOS in a non-equilibrium geometry.

Each line ends with the Löwdin charge.
Element x y z (Å)
C (-2.646, -2.438, -0.535)  -0.1294
N (-1.534, -1.505, -0.909)  -0.1071
C (-0.775, -0.778, 0.072)  -0.5303
C (0.332, 0.093, -0.610)  -0.7068
S (1.422, 0.943, 0.601)  0.2496
C (-0.137, -1.657, 1.214)  -0.1234
H (-2.408, -3.364, -0.086)  0.0339
H (-3.372, -2.000, 0.193)  0.0843
H (-3.204, -2.582, -1.410)  0.0394
H (-1.058, -1.882, -1.683)  0.0716
H (-1.484, 0.038, 0.532)  0.1429
H (0.852, -0.668, -1.293)  0.0650
H (-0.255, 0.746, -1.248)  0.0339
H (0.908, -1.847, 0.921)  0.0487
H (-0.734, -2.583, 1.377)  0.0544
H (-0.148, -0.917, 2.008)  0.0268
H (1.375, 3.135, -0.495)  -0.0488
H (2.208, 3.837, 0.412)  -0.0474
O (1.834, 4.026, -0.417)  -0.1574

The net charge is -1. For the electronic energy, the calculation gives -687.7885 hartree. As for the energy above the lowest of the compared OMol25 structures with the same formula, charge and spin: 24.8 kcal/mol. The calculation puts the max |F| at 0.0579 Eh/bohr. Its HOMO energy is -2.90 eV.

Record 3
Density functional theory data (the ωB97M-V functional and the def2-TZVPD basis) for 2 unconnected molecules or ions with the total composition C4H12NOS in a non-equilibrium geometry.

Each line ends with the Löwdin charge.
Element x y z (Å)
C (1.936, 0.823, -1.837)  -0.2111
C (2.306, 1.111, -0.347)  -0.7564
S (1.073, 0.608, 0.884)  0.4218
H (0.930, 1.263, -1.987)  0.0534
H (1.833, -0.248, -2.073)  0.0561
H (2.669, 1.265, -2.497)  0.0349
H (2.376, 2.232, -0.255)  0.0309
H (3.312, 0.748, -0.093)  0.0267
C (-2.290, 0.133, -0.068)  -0.2069
N (-1.368, -0.968, 0.074)  -0.1822
C (-1.385, -1.490, 1.434)  -0.3877
O (-0.094, -1.946, 1.776)  -0.1680
H (-3.261, -0.230, 0.211)  0.0480
H (-2.302, 0.439, -1.133)  0.0699
H (-2.015, 1.010, 0.608)  0.0699
H (-0.399, -0.589, -0.091)  -0.0218
H (-1.701, -0.703, 2.144)  0.1002
H (-2.115, -2.325, 1.492)  0.1074
H (0.493, -1.134, 1.758)  -0.0850

The net charge is -1. For the electronic energy, the calculation gives -687.7932 hartree. As for the energy above the lowest of the compared OMol25 structures with the same formula, charge and spin: 21.9 kcal/mol. The calculation puts the max |F| at 0.0287 Eh/bohr. Its HOMO energy is -2.98 eV.

Record 4
Density functional theory data (the ωB97M-V functional and the def2-TZVPD basis) for 2 unconnected molecules or ions with the total composition C4H12NOS in a non-equilibrium geometry.

Each line ends with the Löwdin charge.
Element x y z (Å)
C (1.529, 1.148, 2.425)  -0.1615
N (1.263, 0.271, 1.336)  -0.1504
C (-0.010, -0.037, 0.756)  -0.4679
C (0.202, -1.270, -0.244)  -0.7412
S (-1.173, -1.690, -1.312)  0.2606
C (-0.522, 1.158, -0.116)  -0.1245
H (1.289, 2.169, 2.085)  0.0607
H (0.891, 0.905, 3.286)  0.0730
H (2.554, 1.199, 2.827)  0.0675
H (1.909, 0.238, 0.561)  0.0996
H (-0.740, -0.327, 1.540)  0.1327
H (1.028, -1.111, -0.960)  0.0276
H (0.519, -2.038, 0.459)  0.0309
H (-0.938, 1.834, 0.667)  0.0566
H (-1.319, 0.894, -0.800)  0.0053
H (0.247, 1.749, -0.663)  0.0745
H (-1.720, -2.105, -4.329)  -0.0003
H (-2.530, -1.467, -3.276)  -0.0959
O (-2.480, -1.522, -4.241)  -0.1472

The net charge is -1. For the electronic energy, the calculation gives -687.7884 hartree. As for the energy above the lowest of the compared OMol25 structures with the same formula, charge and spin: 24.9 kcal/mol. The calculation puts the max |F| at 0.0513 Eh/bohr. Its HOMO energy is -2.65 eV.

Record 5
Density functional theory data (the ωB97M-V functional and the def2-TZVPD basis) for 2 unconnected molecules or ions with the total composition C4H12NOS in a non-equilibrium geometry.

Each line ends with the Löwdin charge.
Element x y z (Å)
C (0.926, -1.348, -2.585)  -0.2071
C (0.078, -1.607, -1.346)  -0.6572
S (-1.635, -2.017, -1.761)  0.6020
H (0.435, -0.660, -3.271)  0.0563
H (1.194, -2.298, -3.060)  0.0501
H (1.854, -0.864, -2.276)  0.0593
H (0.460, -2.451, -0.765)  0.0463
H (0.056, -0.653, -0.695)  0.0282
H (-2.200, -0.840, -1.466)  -0.1771
C (-0.125, 1.427, 0.588)  -0.4922
O (0.709, 0.844, -0.333)  -0.3718
C (0.090, 0.810, 1.978)  -0.3135
N (-0.731, 1.469, 3.013)  -0.0481
H (0.023, 2.525, 0.712)  0.0797
H (-1.191, 1.258, 0.315)  0.0842
H (-0.131, -0.265, 2.001)  0.0965
H (1.177, 0.891, 2.150)  0.0932
H (-0.308, 1.305, 3.922)  0.0357
H (-0.679, 2.473, 2.880)  0.0357

The net charge is -1. For the electronic energy, the calculation gives -687.7613 hartree. As for the energy above the lowest of the compared OMol25 structures with the same formula, charge and spin: 41.9 kcal/mol. The calculation puts the max |F| at 0.0271 Eh/bohr. Its HOMO energy is -2.87 eV.

Record 6
Density functional theory data (the ωB97M-V functional and the def2-TZVPD basis) for 2 unconnected molecules or ions with the total composition C4H12NOS in a non-equilibrium geometry.

Each line ends with the Löwdin charge.
Element x y z (Å)
C (2.573, -0.879, -0.014)  -0.1441
C (1.639, 1.441, -0.402)  -0.1403
C (1.363, 0.041, 0.111)  -0.7934
C (-2.105, 0.200, 0.208)  -0.2864
N (-2.672, -1.136, 0.468)  0.1828
O (-2.879, 0.841, -0.674)  0.0537
S (0.032, -0.754, -0.847)  0.7896
H (3.398, -0.468, 0.563)  0.0903
H (2.349, -1.873, 0.364)  0.0720
H (2.886, -0.964, -1.052)  0.0820
H (2.450, 1.887, 0.167)  0.0866
H (0.761, 2.074, -0.300)  0.0626
H (1.922, 1.415, -1.451)  0.0824
H (1.022, 0.063, 1.150)  0.0921
H (-1.695, 0.720, 1.063)  0.1321
H (-3.334, -1.320, -0.304)  0.1863
H (-1.912, -1.838, 0.412)  0.1183
H (-3.172, -1.212, 1.366)  0.1852
H (-2.626, 1.761, -0.830)  0.1480

The net charge is +1. For the electronic energy, the calculation gives -687.4580 hartree. As for the energy above the lowest of the compared OMol25 structures with the same formula, charge and spin: 54.9 kcal/mol. The calculation puts the max |F| at 0.0696 Eh/bohr. Its HOMO energy (spin up / spin down) is -12.72 / -12.72 eV.